1.
{"formula": "C32H54BN3OPSbSe4Tc", "method": "ωB97M-V with the def2-TZVPD basis set", "symbols": ["Tc", "Se", "Sb", "Se", "Se", "Se", "C", "C", "C", "C", "C", "C", "C", "C", "C", "C", "C", "C", "C", "C", "C", "C", "C", "C", "C", "C", "C", "P", "C", "C", "C", "C", "C", "C", "C", "C", "H", "H", "H", "H", "H", "H", "H", "H", "H", "H", "H", "H", "H", "H", "H", "H", "H", "H", "H", "H", "H", "H", "H", "H", "H", "H", "H", "H", "H", "H", "H", "H", "H", "H", "H", "H", "H", "H", "H", "H", "H", "H", "H", "H", "H", "B", "C", "N", "H", "H", "H", "C", "H", "H", "N", "C", "N", "O", "H", "H", "H", "H"], "coordinates": [[-0.172, 0.305, -1.363], [-1.951, 1.161, -4.144], [0.257, 1.746, -4.899], [1.605, 0.936, -2.828], [-1.590, 4.071, -2.384], [0.452, 3.953, -3.406], [5.328, 1.691, -2.217], [5.305, 1.542, -0.689], [5.861, 2.793, -0.018], [3.910, 1.179, -0.247], [3.023, 2.113, 0.271], [1.749, 1.799, 0.695], [1.027, 2.943, 1.374], [1.574, 3.206, 2.788], [1.213, 4.251, 0.583], [1.234, 0.430, 0.556], [2.222, -0.522, 0.074], [3.476, -0.136, -0.341], [1.947, -1.995, 0.100], [2.514, -2.746, -1.101], [2.498, -2.607, 1.395], [0.321, 0.020, 1.724], [0.954, 0.174, 2.960], [0.283, 0.072, 4.165], [-1.078, -0.178, 4.159], [-1.705, -0.435, 2.953], [-1.032, -0.393, 1.728], [-1.826, -1.098, 0.226], [-1.833, -3.018, 0.619], [-2.150, -3.314, 2.094], [-0.485, -3.699, 0.380], [-2.818, -3.788, -0.274], [-3.682, -0.611, 0.050], [-4.610, -1.191, 1.131], [-4.191, -1.100, -1.321], [-3.864, 0.933, 0.127], [6.340, 1.922, -2.552], [4.670, 2.506, -2.528], [4.996, 0.781, -2.718], [5.943, 0.692, -0.428], [5.352, 3.694, -0.367], [6.917, 2.902, -0.265], [5.773, 2.748, 1.069], [3.363, 3.131, 0.394], [-0.031, 2.706, 1.471], [2.652, 3.382, 2.758], [1.372, 2.401, 3.491], [1.100, 4.109, 3.174], [2.189, 4.691, 0.798], [0.464, 4.973, 0.888], [1.146, 4.110, -0.495], [4.166, -0.884, -0.715], [0.868, -2.091, 0.095], [3.599, -2.844, -1.042], [2.279, -2.244, -2.043], [2.123, -3.768, -1.105], [3.575, -2.436, 1.457], [2.330, -3.685, 1.412], [2.034, -2.172, 2.279], [2.011, 0.420, 2.963], [0.816, 0.221, 5.095], [-1.642, -0.211, 5.081], [-2.748, -0.707, 2.968], [-1.367, -2.947, 2.755], [-2.183, -4.402, 2.200], [-3.101, -2.928, 2.442], [0.261, -3.389, 1.106], [-0.115, -3.554, -0.633], [-0.632, -4.772, 0.523], [-3.858, -3.617, -0.025], [-2.630, -4.852, -0.117], [-2.667, -3.584, -1.335], [-4.554, -2.265, 1.252], [-5.633, -0.961, 0.821], [-4.469, -0.711, 2.098], [-4.421, -2.154, -1.347], [-3.501, -0.871, -2.135], [-5.124, -0.581, -1.532], [-3.065, 1.382, 0.720], [-4.768, 1.110, 0.715], [-4.163, 2.725, -1.012], [-2.054, 3.679, 0.517], [-1.362, 3.030, -0.812], [-0.758, 1.912, -0.971], [-3.171, 3.945, 0.127], [-1.478, 4.713, 0.716], [-2.023, 2.914, 1.448], [-4.048, 1.662, -1.196], [-3.214, 1.527, -1.882], [-4.946, 1.344, -1.723], [-0.069, -3.488, -3.229], [-0.725, -2.313, -3.271], [-1.747, -2.170, -4.110], [-0.390, -1.389, -2.489], [-0.236, -4.205, -3.912], [0.754, -3.550, -2.657], [-1.920, -2.859, -4.822], [-2.043, -1.213, -4.289]], "forces_ev_per_angstrom": [[-0.71, 1.36, -0.83], [-0.17, -0.35, 0.44], [0.34, 0.04, -0.09], [-0.12, -0.24, 0.22], [-0.07, 0.01, -0.01], [-0.01, 0.13, 0.10], [-0.01, 0.01, -0.02], [-0.03, -0.01, 0.00], [0.01, 0.03, 0.02], [0.01, 0.02, -0.05], [-0.01, 0.04, -0.09], [0.09, 0.00, -0.10], [-0.02, -0.01, 0.03], [-0.04, 0.04, 0.13], [0.07, 0.01, 0.06], [0.21, -0.12, 0.17], [-0.04, -0.02, 0.04], [0.03, 0.01, -0.07], [0.03, 0.15, 0.03], [0.02, -0.05, -0.02], [0.04, 0.02, -0.01], [0.00, -0.04, 0.01], [0.00, -0.11, 0.03], [0.01, -0.03, -0.02], [-0.01, 0.00, -0.02], [-0.03, 0.00, 0.00], [-0.03, -0.03, 0.07], [0.08, 0.26, 0.03], [0.01, -0.01, -0.04], [-0.02, -0.01, -0.04], [-0.05, -0.08, 0.08], [0.01, 0.09, -0.06], [-0.04, 0.00, 0.02], [-0.03, 0.01, -0.04], [0.13, 0.00, 0.02], [0.08, 0.00, 0.05], [-0.01, -0.01, 0.01], [0.01, -0.01, 0.01], [0.00, 0.00, 0.01], [0.01, 0.00, 0.00], [0.00, -0.02, 0.01], [-0.01, 0.00, 0.00], [0.00, -0.01, -0.01], [-0.01, -0.04, -0.02], [0.02, 0.01, -0.06], [0.00, -0.01, -0.01], [0.02, 0.19, -0.09], [0.01, 0.01, 0.00], [-0.02, -0.01, -0.02], [0.00, 0.01, 0.02], [-0.07, -0.02, -0.02], [-0.03, 0.04, 0.01], [0.20, 0.15, -0.07], [-0.03, -0.02, 0.00], [-0.01, 0.01, 0.00], [0.01, 0.01, -0.01], [-0.02, 0.00, 0.00], [0.03, 0.01, -0.01], [-0.01, 0.00, 0.02], [-0.04, -0.04, -0.01], [-0.01, 0.00, -0.01], [0.01, -0.01, -0.01], [0.01, 0.00, 0.00], [0.01, 0.00, -0.01], [-0.02, 0.01, 0.00], [-0.07, 0.06, 0.00], [-0.18, -0.12, -0.01], [-0.06, -0.04, 0.03], [-0.03, 0.00, 0.00], [-0.10, 0.09, -0.03], [-0.03, 0.01, -0.01], [-0.01, 0.03, -0.01], [0.03, -0.09, 0.00], [0.01, 0.01, 0.01], [0.01, -0.03, -0.01], [0.08, -0.23, 0.05], [0.02, 0.04, 0.00], [-0.01, -0.08, 0.01], [0.01, 0.01, -0.11], [0.03, -0.02, 0.03], [-0.01, 0.01, 0.02], [0.10, -0.11, -0.09], [0.05, 0.14, -0.07], [0.29, -0.69, 0.52], [0.03, 0.10, 0.03], [-0.02, 0.03, 0.00], [-0.04, 0.01, -0.02], [-0.10, 0.05, -0.10], [-0.02, -0.02, 0.04], [-0.01, 0.01, 0.03], [-0.03, -0.05, -0.06], [0.22, 0.23, 0.28], [-0.12, -0.07, -0.20], [0.23, -0.78, -0.11], [0.00, 0.01, 0.02], [0.06, -0.01, 0.00], [-0.01, -0.01, 0.01], [-0.07, 0.16, 0.00]], "lowdin_charge": [1.0490, 0.0012, 0.3484, 0.2063, 0.6392, 0.0674, -0.0573, -0.3637, -0.0632, -0.1648, 0.0095, -0.1288, -0.3513, -0.0272, -0.0678, -0.2146, -0.2061, -0.0375, -0.4039, -0.0611, -0.0279, -0.1818, -0.0661, -0.0469, -0.0442, -0.0914, -0.2962, 1.1890, -0.5966, -0.0763, -0.1061, -0.0866, -0.5767, -0.0821, -0.0950, -0.2280, 0.0872, 0.0814, 0.0699, 0.1439, 0.0850, 0.0871, 0.0885, 0.1092, 0.0833, 0.0903, 0.0529, 0.0975, 0.0844, 0.0682, 0.0403, 0.1287, 0.0500, 0.0884, 0.0686, 0.0843, 0.0968, 0.0893, 0.0773, 0.1353, 0.1201, 0.1168, 0.0845, 0.0818, 0.1006, 0.0659, 0.0602, 0.0524, 0.1026, 0.0646, 0.0918, 0.0758, 0.0526, 0.1019, 0.0757, 0.0607, 0.0514, 0.0869, 0.0538, 0.1220, 0.0516, -0.4036, -0.7012, -0.1836, 0.0475, 0.0359, 0.0358, -0.1379, -0.0520, 0.0796, 0.2107, -0.6168, 0.1905, -0.3043, 0.1262, 0.0713, 0.1250, -0.0449], "lumo_ev": [-4.97, -4.97], "e_homo_ev": [-10.2948, -10.2956], "total_charge": 1}

***

2.
{"formula": "C13H17NO3", "method": "ωB97M-V with the def2-TZVPD basis set", "symbols": ["C", "C", "C", "C", "C", "N", "H", "H", "C", "C", "H", "H", "C", "O", "C", "H", "C", "C", "C", "C", "O", "O", "H", "H", "H", "H", "H", "H", "H", "H", "H", "H", "H", "H"], "coordinates": [[2.066, 1.264, 3.447], [1.151, 0.246, 2.874], [0.886, -0.072, 1.494], [0.039, -0.975, 1.174], [-0.481, -1.682, 2.182], [-1.566, -2.675, 1.928], [-2.199, -3.065, 2.705], [-1.674, -2.920, 0.829], [-0.372, -1.611, 3.566], [0.480, -0.531, 3.929], [0.520, -0.591, 5.001], [-0.937, -2.274, 4.321], [-0.059, -1.108, -0.200], [-1.124, -2.093, -0.664], [0.675, -0.417, -1.206], [0.303, 0.724, -0.843], [0.178, -0.486, -2.600], [-1.227, 0.060, -2.938], [-1.031, 1.261, -3.890], [-0.630, 2.455, -2.846], [-0.472, 2.491, -1.674], [-0.147, 3.369, -3.526], [0.217, 4.097, -3.106], [-2.170, 1.665, -4.026], [-0.237, 0.994, -4.727], [-1.791, 0.163, -2.197], [-1.654, -0.516, -3.618], [0.013, -1.867, -2.850], [0.865, -0.261, -3.190], [1.566, -0.528, -1.042], [1.452, 0.434, 0.895], [2.688, 1.708, 2.625], [1.626, 1.913, 4.101], [3.044, 0.827, 4.072]], "forces_ev_per_angstrom": [[5.43, -2.16, -1.78], [-1.41, -1.94, 1.77], [3.20, 3.68, 9.60], [-0.95, -1.99, -2.19], [-8.23, -7.27, 2.23], [0.81, 0.23, -2.54], [1.91, 1.08, -1.94], [0.04, 0.92, 3.17], [2.16, 2.77, 0.39], [-1.30, -2.25, -1.91], [1.09, 1.57, 0.48], [1.13, 1.20, -1.62], [-8.70, -8.31, -3.55], [5.65, 5.12, 2.14], [-10.73, 5.26, -0.46], [1.50, -2.30, -0.95], [-6.86, -7.88, 3.86], [7.76, 1.15, -5.36], [-2.22, 2.06, 3.64], [0.96, -4.13, -1.34], [-1.29, -1.19, 3.13], [0.62, 2.88, -6.58], [1.00, 2.10, 2.01], [2.72, -1.11, -1.24], [-2.18, 1.30, 1.56], [-4.63, 1.36, 6.27], [-2.05, -3.71, -2.25], [0.77, 4.00, 0.79], [5.81, 2.43, -5.48], [9.99, -0.79, 1.26], [2.89, 2.95, -3.79], [-1.00, 0.49, 0.63], [-1.18, 2.01, 1.29], [-2.71, 0.44, -1.24]], "lowdin_charge": [-0.0901, -0.1979, -0.0060, -0.2205, -0.2059, 0.0454, 0.1065, 0.1073, -0.0381, -0.0038, 0.0991, 0.1414, -0.1058, -0.1480, -0.1411, 0.2036, -0.1375, -0.1987, -0.0338, -0.6036, 0.1123, 0.1776, 0.1065, 0.1704, 0.1675, 0.0429, 0.0597, 0.2181, 0.0097, 0.0453, 0.0694, 0.0810, 0.0296, 0.1372], "lumo_ev": -0.10, "e_homo_ev": -7.5408, "total_charge": 0}

***

What did we get for calculated total energy? Answer: -11784.0180 -785.6795 hartree, in the order shown.
What did we get for ΔE to the lowest compared entry with this formula, charge and spin? Answer: 0.0 1098.6 kJ/mol, in the order shown.